{
  "formula": "C3H10SSi",
  "method": "ωB97M-V/def2-TZVPD",
  "e_tot_ha": -807.7481,
  "e_above_lowest_kcal_mol": 27.9,
  "orbital_gap_ev": [5.56, 7.62],
  "spin_multiplicity": 3,
  "homo_energy_ev": [-5.01, -9.45],
  "symbols": ["C", "C", "C", "Si", "S", "H", "H", "H", "H", "H", "H", "H", "H", "H", "H"],
  "coordinates": [[-1.85254, -1.70908, -0.28752], [-1.79014, 0.80631, -0.55144], [-1.29839, -0.52324, -0.03702], [2.43255, 0.52338, 1.05415], [2.15917, 0.09569, -1.12853], [-2.70077, -1.97256, -0.88133], [-1.43131, -2.60703, 0.22216], [2.62440, 1.32777, -1.45162], [-2.85621, 0.47946, -0.92584], [-1.09426, 1.11731, -1.33875], [-1.74572, 1.52102, 0.22619], [-0.33815, -0.53793, 0.60526], [2.24229, 1.76425, 1.76970], [3.94033, 0.28503, 1.00659], [1.70877, -0.57040, 1.71800]],
  "forces_ev_per_a": [[-2.857, -9.637, -0.869], [-1.214, -3.508, -0.746], [5.562, 8.708, 3.112], [1.760, -1.565, -1.461], [-0.375, 1.140, 0.975], [-0.324, 0.449, -0.521], [-0.512, 0.800, -0.352], [-0.017, -0.380, -0.085], [1.800, 1.690, 0.400], [-0.443, 0.223, -0.435], [-0.430, 1.039, 0.702], [-1.667, 0.199, -1.258], [-0.513, 0.696, -0.190], [-0.777, 0.143, 0.629], [0.008, 0.004, 0.100]]
}